A 11-piece molecular cluster, C44H121N11O11 overall in a non-equilibrium geometry, computed with ωB97M-V/def2-TZVPD.

Geometry (Å):
C 1.33 -6.13 -1.08
C 1.95 -5.72 -2.43
C 3.10 -4.71 -2.26
O 3.94 -4.50 -3.41
C 3.31 -3.97 -4.57
N 2.52 -6.89 -3.11
H 0.46 -6.77 -1.25
H 1.03 -5.21 -0.57
H 1.99 -6.63 -0.37
H 1.12 -5.26 -2.95
H 3.84 -4.97 -1.50
H 2.76 -3.73 -1.90
H 3.99 -3.32 -5.12
H 2.42 -3.41 -4.27
H 2.87 -4.74 -5.20
H 2.87 -7.56 -2.44
H 3.35 -6.53 -3.55
C 0.94 -1.31 1.49
C -0.11 -1.46 0.38
C 0.19 -0.49 -0.77
O -0.03 0.92 -0.53
C -1.33 1.25 -0.10
N -0.01 -2.85 -0.11
H 1.88 -1.13 0.98
H 1.12 -2.22 2.06
H 0.57 -0.49 2.12
H -1.09 -1.36 0.84
H -0.49 -0.72 -1.59
H 1.20 -0.64 -1.15
H -2.08 0.62 -0.57
H -1.63 2.28 -0.32
H -1.36 1.20 0.99
H -0.47 -2.98 -1.01
H -0.50 -3.46 0.52
C -3.69 1.31 -3.43
C -3.10 1.41 -4.81
C -2.05 2.53 -4.94
O -2.59 3.72 -4.37
C -1.65 4.77 -4.26
N -2.55 0.16 -5.24
H -4.39 0.48 -3.45
H -4.14 2.24 -3.09
H -2.88 1.35 -2.70
H -3.95 1.73 -5.40
H -1.66 2.63 -5.95
H -1.14 2.22 -4.43
H -2.14 5.65 -3.85
H -1.28 4.92 -5.27
H -0.73 4.57 -3.70
H -2.10 0.23 -6.14
H -3.29 -0.54 -5.28
C 0.51 -0.68 -4.59
C 1.22 0.34 -5.54
C 1.92 1.58 -4.98
O 2.38 2.59 -5.89
C 2.68 3.85 -5.37
N 2.06 -0.44 -6.47
H 0.06 -1.57 -5.04
H -0.37 -0.27 -4.10
H 1.21 -1.08 -3.86
H 0.42 0.61 -6.23
H 2.70 1.29 -4.28
H 1.32 2.11 -4.23
H 1.85 4.20 -4.76
H 2.95 4.63 -6.08
H 3.51 3.64 -4.69
H 2.41 0.23 -7.15
H 1.44 -1.14 -6.85
C -3.93 7.79 -2.06
C -2.82 8.05 -1.07
C -1.37 7.89 -1.57
O -1.03 6.57 -2.01
C -0.74 5.60 -1.02
N -2.91 9.44 -0.71
H -4.09 6.75 -2.33
H -3.82 8.33 -3.00
H -4.82 8.13 -1.53
H -2.94 7.45 -0.17
H -0.65 8.31 -0.87
H -1.19 8.56 -2.42
H -1.55 5.56 -0.29
H 0.21 5.87 -0.56
H -0.65 4.62 -1.47
H -3.49 9.61 0.10
H -1.98 9.57 -0.33
C -5.33 -2.82 1.57
C -5.05 -4.23 1.12
C -3.57 -4.34 0.74
O -3.08 -3.49 -0.33
C -3.81 -3.46 -1.56
N -5.49 -5.12 2.18
H -4.90 -2.59 2.55
H -6.39 -2.60 1.69
H -5.01 -2.02 0.90
H -5.70 -4.54 0.29
H -3.37 -5.39 0.51
H -2.84 -4.18 1.53
H -3.12 -2.97 -2.25
H -4.67 -2.80 -1.39
H -4.08 -4.42 -2.00
H -6.46 -5.40 2.18
H -4.98 -5.98 2.30
C 3.06 -9.01 4.17
C 2.12 -8.78 2.90
C 1.27 -7.52 3.01
O 1.91 -6.29 2.99
C 1.17 -5.07 2.96
N 2.80 -8.71 1.62
H 3.74 -9.85 4.11
H 2.43 -9.13 5.04
H 3.59 -8.05 4.23
H 1.41 -9.60 2.97
H 0.67 -7.41 3.92
H 0.66 -7.57 2.11
H 1.75 -4.31 2.43
H 0.83 -4.55 3.86
H 0.26 -5.18 2.38
H 3.13 -7.77 1.49
H 2.18 -8.87 0.83
C 5.75 1.90 3.58
C 4.63 2.30 4.43
C 3.13 1.90 4.13
O 2.59 2.77 3.10
C 2.60 2.33 1.75
N 5.00 2.09 5.80
H 6.58 2.59 3.67
H 5.53 1.73 2.52
H 6.20 0.98 3.95
H 4.70 3.39 4.34
H 2.53 2.02 5.03
H 3.16 0.87 3.76
H 2.49 3.17 1.07
H 1.61 1.88 1.68
H 3.43 1.76 1.32
H 5.91 2.53 5.85
H 4.44 2.71 6.37
C -4.61 5.67 1.82
C -5.44 4.86 0.84
C -5.01 3.35 0.81
O -5.55 2.79 -0.46
C -5.82 1.40 -0.40
N -6.84 5.15 1.16
H -4.51 5.04 2.70
H -4.97 6.64 2.16
H -3.62 5.72 1.37
H -5.07 5.23 -0.11
H -5.35 2.73 1.63
H -3.93 3.26 0.85
H -6.78 1.22 0.10
H -5.10 0.97 0.29
H -5.82 0.89 -1.37
H -7.05 5.16 2.14
H -7.43 4.41 0.80
C 7.04 -7.24 2.51
C 6.83 -6.01 1.54
C 5.90 -5.00 2.19
O 5.45 -4.28 1.10
C 4.10 -3.95 1.22
N 8.14 -5.46 1.34
H 7.75 -8.01 2.18
H 6.06 -7.70 2.59
H 7.37 -6.97 3.52
H 6.48 -6.44 0.60
H 6.42 -4.36 2.91
H 5.14 -5.58 2.71
H 3.42 -4.81 1.24
H 3.72 -3.47 0.32
H 3.83 -3.23 2.00
H 8.69 -6.01 0.70
H 8.19 -4.52 0.96
C -1.58 7.70 3.33
C -1.96 6.70 4.43
C -1.19 5.40 4.07
O -1.86 4.73 2.95
C -1.05 3.82 2.29
N -1.40 7.29 5.61
H -2.30 8.51 3.23
H -1.60 7.42 2.27
H -0.50 7.83 3.29
H -3.04 6.58 4.45
H -1.27 4.63 4.84
H -0.12 5.60 3.95
H -0.38 3.13 2.80
H -0.42 4.25 1.51
H -1.80 3.18 1.82
H -2.03 7.89 6.12
H -1.35 6.47 6.19

Results
Largest force on an atom = 0.0645 hartree/bohr
M = 980.518 g mol⁻¹
HOMO energy = -8.7 eV
Orbital gap = 0.3324 hartree
Energy = -3178.50808 Ha
Net charge = 0


A 2-piece molecular cluster, C3H9N2O2 overall in a non-equilibrium geometry, computed with ωB97M-V/def2-TZVPD.

Geometry (Å):
C -0.59 -2.43 -1.05
C 1.34 1.81 -0.79
C -0.81 0.23 2.08
N 0.33 -1.57 -1.17
N -0.72 1.34 0.05
O 0.54 1.16 0.17
O -1.42 0.82 0.92
H -0.88 -3.09 -1.86
H 0.70 -1.53 -2.13
H -1.08 -2.54 0.03
H 0.78 2.13 -1.82
H 1.94 0.95 -1.11
H 1.86 2.68 -0.36
H -1.66 -0.11 2.70
H -0.07 0.82 2.63
H -0.25 -0.67 1.72

Results
Largest force on an atom = 0.0857 hartree/bohr
M = 105.117 g mol⁻¹
HOMO energy = -13.9 eV
Orbital gap = 0.2861 hartree
Energy = -379.22853 Ha
Net charge = +1


C29H29BN7O2Pd as an isolated structure in a non-equilibrium geometry, computed with ωB97M-V/def2-TZVPD.

Geometry (Å):
Pd 0.25 0.06 -0.26
C -3.43 2.60 0.02
C -2.41 3.21 -0.90
C -2.45 4.58 -1.16
C -1.52 5.17 -2.00
C -0.55 4.38 -2.60
C -0.50 3.01 -2.38
C 0.51 2.18 -3.13
C -1.43 2.42 -1.52
N -1.38 1.03 -1.21
C -2.39 0.26 -1.59
O -3.35 0.53 -2.31
C -2.30 -1.11 -0.98
C -3.36 -1.99 -0.93
C -3.19 -3.18 -0.23
C -1.99 -3.43 0.43
C -0.99 -2.50 0.33
N -1.15 -1.38 -0.38
C 0.29 -2.58 1.11
O 0.45 -3.50 1.91
N 1.10 -1.58 0.79
C 2.31 -1.38 1.55
C 3.53 -1.80 1.04
C 3.63 -2.56 -0.26
C 4.69 -1.52 1.77
C 4.64 -0.86 2.98
C 3.41 -0.48 3.49
C 2.23 -0.73 2.79
C 0.90 -0.32 3.35
H -3.88 3.36 0.66
H -2.98 1.83 0.66
H -4.21 2.10 -0.55
H -3.22 5.18 -0.69
H -1.55 6.24 -2.19
H 0.18 4.83 -3.26
H 0.11 1.90 -4.11
H 0.75 1.26 -2.62
H 1.43 2.74 -3.29
H -4.27 -1.71 -1.43
H -4.01 -3.89 -0.16
H -1.82 -4.31 1.04
H 2.68 -2.56 -0.78
H 3.92 -3.60 -0.07
H 4.39 -2.11 -0.91
H 5.65 -1.84 1.37
H 5.55 -0.65 3.53
H 3.35 0.03 4.44
H 1.03 0.34 4.21
H 0.34 -1.20 3.68
H 0.30 0.19 2.61
B 3.41 2.14 0.33
N 2.00 2.52 0.95
C 1.86 3.47 1.89
C 0.53 3.56 2.25
C -0.10 2.59 1.46
N 0.79 1.97 0.69
N 3.26 1.31 -0.99
C 4.06 1.43 -2.06
C 3.75 0.42 -2.96
C 2.71 -0.27 -2.33
N 2.43 0.27 -1.15
H 4.03 1.49 1.15
H 3.97 3.17 0.02
H 2.72 4.03 2.22
H 0.08 4.22 2.97
H -1.14 2.32 1.40
H 4.80 2.21 -2.10
H 4.20 0.22 -3.92
H 2.15 -1.13 -2.68

Results
Largest force on an atom = 0.0594 hartree/bohr
M = 624.830 g mol⁻¹
HOMO energy (spin up / spin down) = -5.3 / -5.2 eV
Orbital gap (spin up / spin down) = 0.2878 / 0.2878 hartree
Energy = -1809.18318 Ha
Net charge = -1


C13H23AlNO2S2 as an isolated structure in a non-equilibrium geometry, computed with ωB97M-V/def2-TZVPD.

Geometry (Å):
C 1.50 -2.63 1.97
C 2.23 -2.95 0.93
C 3.43 -3.30 -0.11
C 4.25 -1.96 -0.48
C 5.38 -1.41 0.55
O 5.40 0.06 0.38
Al 3.58 0.41 0.59
C 2.75 2.06 -0.31
C 1.23 2.19 0.29
C 0.18 2.81 -0.79
S -1.38 3.22 0.17
C -2.75 2.19 -0.63
S -3.51 2.89 -1.96
N -3.06 0.89 -0.01
C -2.93 -0.27 -0.93
C -4.14 -0.50 -1.97
C -4.33 0.90 0.78
C -4.63 -0.45 1.62
O 3.17 -0.98 -0.64
H 0.63 -2.45 2.70
H 4.09 -4.18 0.27
H 2.89 -3.67 -1.08
H 4.82 -1.97 -1.49
H 6.41 -1.94 0.61
H 4.91 -1.49 1.62
H 2.98 0.27 2.06
H 3.29 3.05 -0.03
H 2.71 2.01 -1.46
H 1.19 2.84 1.25
H 0.89 1.11 0.53
H 0.64 3.75 -1.31
H -0.08 1.99 -1.56
H -2.76 -1.29 -0.40
H -1.95 -0.10 -1.55
H -5.19 -0.28 -1.56
H -3.97 0.19 -2.90
H -4.16 -1.58 -2.40
H -4.23 1.76 1.56
H -5.26 1.13 0.11
H -3.90 -1.32 1.43
H -5.72 -0.75 1.39
H -4.61 -0.22 2.76

Results
Largest force on an atom = 0.1230 hartree/bohr
M = 316.448 g mol⁻¹
HOMO energy = -5.0 eV
Orbital gap = 0.2371 hartree
Energy = -1753.03820 Ha
Net charge = -1


C20H22N6RhS2 as an isolated structure in a non-equilibrium geometry, computed with ωB97M-V/def2-TZVPD.

Geometry (Å):
Rh -0.03 0.18 0.91
C -3.96 0.70 4.51
S -2.39 1.54 4.84
C -1.42 0.93 3.51
S -1.99 1.05 1.86
N -0.23 0.46 3.80
N 0.51 0.07 2.79
C 1.79 -0.37 3.02
C 2.52 -0.73 1.89
C 3.85 -1.22 1.94
C 4.47 -1.59 0.78
C 3.79 -1.46 -0.44
C 2.51 -0.95 -0.44
N 1.88 -0.58 0.67
H -4.68 1.12 5.21
H -3.85 -0.37 4.70
H -4.28 0.89 3.49
H 2.18 -0.41 4.03
H 4.34 -1.30 2.90
H 5.48 -1.98 0.80
H 4.26 -1.74 -1.38
H 1.97 -0.82 -1.37
N -0.43 -3.16 0.84
N -1.18 -1.98 1.10
H -1.03 -3.98 0.83
H 0.26 -3.28 1.56
H -1.68 -2.00 1.99
H -1.87 -1.87 0.37
C -2.61 -1.72 -3.74
C -1.77 -2.34 -2.81
C -1.03 -1.59 -1.93
C -1.09 -0.18 -1.97
C -1.92 0.43 -2.93
C -2.67 -0.33 -3.79
N -0.39 0.57 -1.04
C 0.21 1.75 -1.45
C 0.71 1.91 -2.75
C 1.40 3.05 -3.10
C 1.60 4.07 -2.18
C 1.11 3.93 -0.88
C 0.43 2.79 -0.52
H -3.21 -2.32 -4.41
H -1.69 -3.42 -2.80
H -0.36 -2.07 -1.22
H -1.99 1.51 -2.94
H -3.31 0.15 -4.52
H 0.58 1.11 -3.47
H 1.79 3.16 -4.11
H 2.15 4.96 -2.46
H 1.25 4.72 -0.16
H -0.01 2.72 0.48

Results
Expectation value of S² = 6.066
Largest force on an atom = 0.0202 hartree/bohr
M = 513.478 g mol⁻¹
HOMO energy (spin up / spin down) = -9.4 / -11.0 eV
2S+1 = 5
Orbital gap (spin up / spin down) = 0.2666 / 0.1985 hartree
Energy = -2010.48275 Ha
Net charge = +1


One molecule with the formula C12H15Cl2NO5S, computed with ωB97M-V/def2-TZVPD.

Geometry (Å):
C -3.58 -2.34 1.38
H -2.71 -2.94 1.14
H -3.38 -1.65 2.19
H -4.42 -2.98 1.62
S -4.02 -1.37 -0.10
O -4.20 -2.28 -1.20
O -5.09 -0.49 0.25
C -2.54 -0.40 -0.39
C -2.47 0.89 0.09
C -1.31 1.62 -0.10
C -0.22 1.05 -0.77
C -0.33 -0.24 -1.28
C -1.48 -0.97 -1.08
H -1.59 -1.97 -1.47
H 0.49 -0.67 -1.83
C 1.06 1.82 -0.94
O 0.81 3.20 -0.86
H 1.58 3.68 -1.17
H 1.51 1.56 -1.91
C 2.10 1.42 0.16
N 2.44 0.02 0.09
C 3.24 -0.50 -0.84
O 3.75 0.13 -1.75
C 3.51 -2.00 -0.67
H 4.13 -2.37 -1.49
Cl 4.38 -2.27 0.85
Cl 1.99 -2.91 -0.66
H 2.03 -0.56 0.82
C 1.60 1.71 1.58
O 0.77 0.69 2.08
H -0.08 0.74 1.63
H 2.46 1.75 2.27
H 1.10 2.69 1.59
H 3.01 2.00 -0.04
H -1.23 2.64 0.24
H -3.33 1.31 0.59

Results
Largest force on an atom = 0.0180 hartree/bohr
M = 356.227 g mol⁻¹
HOMO energy = -9.9 eV
Orbital gap = 0.3730 hartree
Energy = -2215.80650 Ha
Net charge = 0